1.
The following is a DFT calculation (ωB97M-V/def2-TZVPD) of a molecular structure, C12H18Cl4HfO4.

Last column: Mulliken charge in e.
Geometry (Å):
H -2.0133 2.4516 -1.6523  0.442
C 0.7146 2.2840 -2.1278  -1.373
C 0.5080 -2.8081 -1.8401  -1.571
Hf 0.4449 0.2509 2.0488  1.193
O -1.1495 -2.2327 1.9433  -0.942
C 0.1980 0.9046 -2.0864  0.554
H 1.5588 2.3571 -2.8205  0.377
C -2.3262 1.4314 -1.9089  -1.707
H -3.0581 1.0856 -1.1675  0.417
C -1.2143 -0.8930 -1.8264  0.430
H 1.0730 2.6129 -1.1305  -0.040
H 2.9275 0.1504 -1.2819  0.135
C 0.9886 -0.2766 -2.0805  0.498
H -0.2310 -3.3651 -1.2547  0.344
C 0.8404 1.2879 5.8916  0.138
C 2.4602 -0.3019 -2.1681  -1.424
Cl 1.9255 -1.4314 1.1253  -0.501
O -1.0192 0.7286 0.8736  -0.642
C -2.4190 -1.6993 -1.5658  -1.592
H -0.4686 -2.7594 2.4064  0.159
H -2.8103 -2.1465 -2.4894  0.232
H -2.8321 1.4730 -2.8865  0.220
H 2.8229 -1.3307 -2.2589  0.392
H 2.7959 0.2693 -3.0513  0.377
C 0.5977 0.4886 4.6136  0.755
H -3.2039 -1.0719 -1.1313  0.327
H 0.5704 -3.2636 -2.8383  0.230
O 1.4898 -0.2934 4.1499  -0.550
C 0.1152 -1.3905 -1.9234  0.518
Cl 1.7443 1.9867 1.6917  -0.498
H 0.7785 0.5936 6.7290  0.261
Cl -0.3811 2.5540 6.1181  -0.160
H -0.0682 2.9752 -2.4483  0.456
H -1.5118 1.5784 0.7473  0.222
Cl 2.4904 1.9285 5.8609  -0.152
H 1.4835 -2.9159 -1.3511  0.300
C -1.1648 0.5209 -1.9549  0.237
O -0.4648 0.7646 3.8933  -0.407
H -2.1923 -2.4979 -0.8483  0.345

Computed properties:
Charge ... -2
2S+1 ... 1
LUMO ... 3.994 eV
HOMO ... 0.85 eV

***

2.
The following is a DFT calculation (ωB97M-V/def2-TZVPD) of 2 unconnected molecules or ions with the total composition CH7NO.

Last column: Mulliken charge in e.
Geometry (Å):
H 0.6651 1.1505 -0.7358  0.355
H 1.0686 -0.1516 -1.2101  0.273
N -0.9551 0.1532 -0.3737  -0.637
H -1.7568 -0.3153 -0.7068  0.212
H 0.3852 -0.9210 2.2506  0.340
O 0.8694 -0.6430 1.5282  -0.615
H -0.0475 0.6866 -2.3015  0.377
H 0.0595 -0.3157 1.1173  0.366
H -1.4399 1.0205 -0.1095  0.230
C 0.1327 0.4863 -1.3190  -0.903

Computed properties:
Energy above the lowest of the compared OMol25 structures with the same formula, charge and spin ... 1.070 eV
2S+1 ... 1
LUMO ... 0.997 eV
HOMO ... -10.10 eV
SMILES string ... CN.O

***

3.
The following is a DFT calculation (ωB97M-V/def2-TZVPD) of a molecular structure, C16H44N4O8SSr.

Last column: Mulliken charge in e.
Geometry (Å):
H 0.2090 0.5012 -4.0693  0.288
H 5.3135 -0.5355 0.3865  0.462
H -2.7479 -3.2295 0.4479  0.282
C 3.7879 -0.0844 1.8090  0.250
C 0.4566 -1.6413 -2.3247  -1.100
C -1.7989 0.0992 2.9641  -0.743
H -1.2981 2.8019 3.7524  0.444
H -1.5617 -0.8693 2.5239  0.173
H -0.5258 1.5884 4.8192  0.429
O 1.5183 4.9810 -1.1166  -0.738
H -4.7799 0.3847 1.5944  0.277
H 3.1268 -1.7155 3.0583  0.389
C -2.8246 1.0064 -1.1578  0.712
H 0.2386 -1.9217 0.8643  0.239
H -4.4252 -0.3664 -0.6555  0.525
C 1.1756 0.3558 -3.5870  -1.109
O 1.0568 -0.2891 -2.3033  0.667
O -2.8222 -1.3179 -0.1872  -0.059
O -2.9310 0.7898 2.3887  -0.407
H -4.5716 -0.1760 3.2440  0.385
H 4.3731 -2.1505 1.8627  0.434
H 1.7410 -2.2925 -0.7923  0.012
H 0.4456 2.7259 3.8556  0.428
O 3.5267 -0.1351 -0.5484  0.251
H -2.9018 2.7518 -2.3654  0.422
N 0.0518 -1.4037 0.0176  0.767
Sr 1.0893 1.0186 -0.2342  1.366
S 1.5678 3.7010 -1.7978  0.952
O 1.9418 3.7921 -3.2034  -0.738
C 4.1570 -0.4638 -1.7878  -1.088
H -0.4094 2.6075 1.6424  0.236
H -3.8347 -1.0794 2.0887  0.160
H 0.3209 0.2855 2.8597  -0.071
H -4.3633 -2.7221 -0.1070  0.330
H 3.4924 -0.9551 -2.4984  0.127
H 2.8169 -1.9619 1.2732  0.055
C 4.5057 0.1912 0.4735  -0.925
H -0.6205 -1.5333 -2.4524  0.047
H -0.9451 -3.7648 -1.1722  0.235
H 0.5760 -4.5279 -1.2896  0.436
C -4.0560 -0.0322 2.2946  -0.783
H 1.7799 -0.2329 -4.2772  0.375
H 0.8584 -2.3079 -3.0878  0.418
H 4.4860 0.2610 2.5715  0.482
O 2.5180 2.8539 -1.1039  -0.750
H -1.5618 1.5707 1.3304  -0.079
H 4.6660 0.4147 -2.1844  0.348
C -3.4376 -0.4633 -1.1063  -1.352
O 0.3376 2.9439 -1.6202  -0.819
N 2.6011 0.7985 1.9747  -0.492
C -3.2963 -2.6951 -0.3278  -1.119
N -1.5163 0.9835 -1.6339  -0.177
H 2.2034 0.8536 2.9015  0.271
N -0.5729 1.6171 1.5305  -0.134
H 4.9503 1.1864 0.4805  0.379
C -0.4582 2.1168 3.8682  -1.710
H -1.1398 1.9207 -1.6367  0.471
C 0.0737 -3.6994 -0.7901  -1.533
H -1.4475 0.6968 -2.5999  0.047
H -0.9535 -1.3273 -0.0434  -0.393
H 3.0017 1.7253 1.9488  0.209
H -2.7216 1.3538 -0.1298  0.007
H 0.0893 -4.0187 0.2520  0.396
C -0.5091 0.9906 2.8152  0.603
H -3.0955 -3.0397 -1.3422  0.366
C -3.5925 1.9890 -2.0061  -1.779
C 3.4774 -1.5548 2.0388  -1.335
H 4.9279 -1.2293 -1.6995  0.431
H -4.0352 1.5113 -2.8801  0.343
H 1.6233 1.3361 -3.4237  0.304
H -4.3772 2.3582 -1.3458  0.442
H -2.0061 -0.0532 4.0233  0.537
C 0.6737 -2.3015 -1.0137  0.668
H -3.6181 -0.9717 -2.0534  0.558

Computed properties:
Energy above the lowest of the compared OMol25 structures with the same formula, charge and spin ... 1.515 eV
2S+1 ... 1
LUMO ... -0.183 eV
HOMO ... -6.62 eV

***

4.
The following is a DFT calculation (ωB97M-V/def2-TZVPD) of a molecular structure, C29H20ClF5PPt.

Last column: Löwdin spin population.
Geometry (Å):
C 3.2497 -1.2866 1.3978  0.071
C 0.0904 0.4214 -2.5040  0.062
H 2.3599 4.7589 -0.4379  -0.002
C 0.1567 0.7221 -4.9127  0.002
H -2.7579 2.8573 -0.7231  0.001
C -2.5006 0.7388 -0.9939  0.056
C 1.3961 0.0624 -4.9400  0.013
F 4.1707 -5.4145 1.5361  -0.005
P -0.7116 0.8787 -0.9749  0.472
C -3.2625 1.9249 -0.9238  0.038
C -1.8781 -0.8880 2.5627  0.252
C 1.1453 2.9648 -0.5877  0.057
C -0.5330 0.8651 -3.7035  0.026
C -5.2553 0.6020 -1.3451  0.037
H -1.4925 2.1622 1.4750  0.001
H -0.1471 -3.5658 3.8062  0.009
Pt 0.2291 -2.3127 1.7485  1.404
C 3.9029 -4.0860 1.4942  -0.009
H -2.5605 -1.4302 -0.7832  0.003
C -1.7613 -2.3149 2.7005  0.091
C 0.8195 4.6720 1.1060  0.070
H 1.9305 -0.0230 -5.8719  0.001
C -0.6162 -2.6055 3.6481  0.114
F 5.6272 -0.8029 1.5761  -0.003
C -0.8473 -0.2742 3.2711  0.275
C 1.9542 -0.5001 -3.7709  -0.001
H -2.6636 -0.3631 2.0071  0.010
C 1.5296 4.1849 -0.0049  -0.008
H -0.2866 1.1536 -5.8227  0.000
Cl -0.8009 -2.7428 -0.5427  0.317
C 2.6062 -3.6563 1.5086  0.061
C -0.6882 2.7791 1.0480  0.053
C 0.0004 -1.2735 3.8566  0.192
C 1.2874 -0.3723 -2.5396  0.016
H -6.3053 0.5519 -1.5912  0.002
H -2.3891 -3.0428 2.1870  0.002
F 6.1657 -3.4800 1.6503  0.020
H 1.0988 5.6264 1.5473  0.004
H 2.9326 -1.0317 -3.8172  0.000
C -4.5283 -0.6016 -1.2089  -0.004
H -0.6885 0.8001 3.3204  0.009
C 4.8881 -3.0816 1.5130  0.059
C -0.2523 3.9476 1.6753  -0.008
F 1.6077 -4.6226 1.5663  0.044
C 4.6238 -1.7086 1.4658  -0.003
H 0.9310 -1.0867 4.4128  0.002
H -1.5015 1.3385 -3.6245  0.001
F 2.9604 0.0243 1.2724  0.018
C -0.0759 2.3710 -0.1773  0.048
C 2.2698 -2.3050 1.5087  0.102
H -5.0263 -1.5859 -1.3072  -0.001
H 1.6212 -0.8412 -1.6147  0.003
H -5.2138 2.7847 -1.2210  0.000
H 1.7523 2.4924 -1.3681  0.002
H -0.7652 4.3049 2.5795  -0.002
C -4.6405 1.8493 -1.1585  -0.003
C -3.1576 -0.5393 -0.9699  0.032

Computed properties:
Charge ... +1
2S+1 ... 5
LUMO (alpha / beta) ... -2.680 / -5.804 eV
HOMO (alpha / beta) ... -10.07 / -11.81 eV

***

5.
The following is a DFT calculation (ωB97M-V/def2-TZVPD) of a molecular structure, C19H40MnO9P2Si4.

Last column: Löwdin spin population.
Geometry (Å):
H -2.2675 -3.9990 -3.1615  0.000
O -0.7697 2.9232 -3.4267  0.000
H 3.8322 -3.6485 0.6273  0.000
H -2.1650 -0.0025 2.0217  0.000
H 2.8778 -0.6097 -3.0269  0.000
C 1.0447 -3.3726 1.8955  0.000
C -2.3431 -3.1483 0.7288  0.000
H 2.7825 0.9124 1.8047  0.000
H 1.4548 3.4799 -4.8241  0.000
H 0.2182 -4.0506 2.1222  0.000
H 1.1190 -5.4639 -1.4660  0.000
H 1.9118 -3.7026 2.4772  0.000
Mn 0.4155 0.6914 -1.2152  4.310
H -1.0293 -2.0855 -4.9086  0.000
H 0.1537 -4.5713 -3.8492  0.000
P -1.9822 2.2341 -2.5581  0.005
H -0.6370 2.2785 4.4942  0.000
C -0.7878 1.5978 1.8388  0.012
C 1.5242 4.5257 2.2184  0.000
H -4.2930 -1.9185 -1.4672  0.000
C 1.0655 -3.9854 -3.9815  -0.005
C 0.7326 3.9218 4.4142  0.000
O 3.2365 0.3786 -0.7747  -0.085
C -0.0088 2.6995 2.4791  0.000
H 3.3906 -2.2670 -3.4324  0.000
H -3.2876 -0.5287 -0.9756  0.000
C -0.3151 -1.3396 -4.5481  0.000
C 2.2100 0.2855 -0.1538  -0.183
C 2.2519 0.0718 1.3497  -0.040
C -1.7235 0.7572 2.6606  0.001
P 0.7583 2.6393 -2.9964  0.007
O -2.5077 3.1615 -1.5400  0.001
H 0.1957 -0.9065 -5.4123  0.000
H 1.8888 -4.5072 -3.4876  0.000
H -3.3810 -3.4776 0.8418  0.000
C -2.2787 -4.2224 -2.0921  -0.011
Si 0.2060 -1.8674 -1.2092  -0.112
H -1.5419 -5.0039 -1.9017  0.000
O -3.0704 2.0121 -3.7240  0.001
H 2.1083 5.5172 4.0278  0.000
H 3.6027 -3.7773 -1.1201  0.000
H 0.7535 3.3620 0.5775  0.000
Si 0.9251 -2.1784 -3.3979  -0.010
O 1.1130 1.2136 -3.3066  0.050
C -0.0317 2.9085 3.8556  0.001
H -0.8547 -0.5343 -4.0462  0.000
H 2.7820 -1.1789 -4.6902  0.000
H 1.2952 -3.9624 -5.0535  -0.001
H 1.2573 -0.0167 1.7776  0.000
O 1.5560 3.6939 -3.8898  0.003
H -2.1778 -2.3078 1.4075  0.000
O -1.4495 0.8728 -2.1576  0.036
C 2.6608 -1.4808 -3.6453  0.001
C 1.0153 -5.2286 -0.4071  -0.006
H -3.1948 -1.1172 -2.6186  0.000
H 1.7005 -5.8713 0.1573  -0.001
Si 1.4288 -3.4358 0.0297  -0.012
H -3.2699 -4.6144 -1.8387  -0.002
C -3.3167 -1.4341 -1.5821  0.000
C 1.5116 4.7247 3.5924  0.001
C 0.7643 3.5142 1.6518  0.001
H -3.8223 2.5807 -3.5297  0.000
H -2.5104 1.3820 3.0875  0.000
H -1.6936 -3.9630 1.0557  0.000
H 0.7590 -2.3864 2.2504  0.000
H -0.0029 -5.4801 -0.1019  0.000
H 2.1253 5.1601 1.5803  0.000
O 0.9082 2.9185 -1.5280  0.029
H 2.8160 -0.8400 1.5544  -0.004
H 3.6029 -2.1923 -0.3603  0.000
Si -1.9930 -2.6586 -1.0690  -0.023
H -1.1872 0.2866 3.4868  0.001
O -0.6559 1.3882 0.6541  0.032
C 3.2904 -3.2294 -0.2263  0.001
H 0.7211 4.0836 5.4843  0.000

Computed properties:
Charge ... -1
Energy above the lowest of the compared OMol25 structures with the same formula, charge and spin ... 0.720 eV
2S+1 ... 5
LUMO (alpha / beta) ... 2.122 / 2.122 eV
HOMO (alpha / beta) ... -4.70 / -4.67 eV

***

6.
The following is a DFT calculation (ωB97M-V/def2-TZVPD) of 3 unconnected molecules or ions with the total composition C2H10N2O2.

Last column: Mulliken charge in e.
Geometry (Å):
H -2.1205 3.1074 -2.3542  0.321
O -2.2630 2.2725 -1.8892  -0.660
C 0.2947 0.6120 -1.1152  0.057
N 0.3125 1.0496 -2.3190  -0.828
H 2.3476 -1.7568 4.1604  0.319
H 0.9035 0.9367 -0.2735  0.435
N -0.6251 -0.3411 -0.7629  -0.165
H 1.7729 -0.8524 5.2668  0.316
O 1.6754 -1.0924 4.3436  -0.634
H -1.1731 -0.5168 -1.5886  0.266
H -0.6249 -2.3979 -0.1870  0.296
H -0.8523 -1.3626 1.0374  0.278
H 0.8299 -1.3802 0.2865  0.323
C -0.2407 -1.4263 0.1277  -0.839
H 1.2798 1.3251 -2.4911  0.191
H -1.5167 1.8232 -2.2418  0.323

Computed properties:
Energy above the lowest of the compared OMol25 structures with the same formula, charge and spin ... 1.281 eV
2S+1 ... 1
LUMO ... 0.706 eV
HOMO ... -8.78 eV
SMILES string ... [H]/N=C/NC.O.O

***

7.
The following is a DFT calculation (ωB97M-V/def2-TZVPD) of a gas-phase ion, ClH2NO6PS2 (charge -1).

Last column: Mulliken charge in e.
Geometry (Å):
H -1.4527 -2.0762 0.9740  0.365
O 2.0367 -1.0700 -1.4270  -0.504
P -2.2849 -0.1258 0.0734  0.450
O -0.4303 1.2913 2.1526  -0.568
Cl -2.8293 0.2674 -1.9861  -0.242
O -1.7068 -1.7694 0.0373  -0.519
N 0.7201 1.1395 -0.3746  -0.424
S 1.6965 -0.2414 0.0637  1.076
O 1.0687 -1.1712 1.1340  -0.557
H 2.1067 -0.3702 -2.1668  0.352
S -0.7212 1.2738 0.6023  0.819
O 3.1183 0.1519 0.6254  -0.618
O -1.3216 2.7002 0.2919  -0.629

Computed properties:
Charge ... -1
2S+1 ... 1
LUMO ... 2.518 eV
HOMO ... -5.89 eV
SMILES string ... O=S(=O)(O)N=[S@@](=O)([O-])P(O)Cl

***

8.
The following is a DFT calculation (ωB97M-V/def2-TZVPD) of a molecular structure, C34H44BrF5N5SSeSiTi.

Last column: Löwdin spin population.
Geometry (Å):
H -1.0745 1.1802 3.7663  0.000
C -1.8230 -3.1485 0.7934  -0.005
H 2.6759 2.6584 3.0394  0.000
H -0.2748 -0.5169 -5.9148  0.001
C -0.5586 6.6687 1.6242  0.000
F -2.0607 -7.6059 -5.8326  -0.001
N 0.0301 -4.1539 1.9487  -0.008
H 2.1643 3.2472 0.3571  0.000
H -0.8544 7.5118 0.9783  0.000
N 0.4881 -2.8764 0.0899  -0.005
C -3.2353 -2.9928 0.5944  -0.003
C -1.2200 5.3234 1.0680  0.000
H -1.3443 -0.9311 -3.4717  0.003
C 1.8862 -0.7832 -6.1104  0.007
F -1.3210 -4.6691 -2.2796  0.002
C 3.4740 -0.0577 -0.6277  0.001
H -3.7951 3.1827 2.2264  0.000
H -5.1496 -3.8614 1.1577  0.000
H 3.1885 4.2122 1.4042  0.000
H -2.1280 1.6100 5.0714  0.000
C 5.1855 -2.2667 -1.3036  0.003
C -2.6981 5.7744 1.1760  0.000
H 1.7720 4.9424 0.5734  0.000
H 5.3283 -1.6691 -2.2071  0.000
H 1.4296 1.6142 2.2580  0.000
H -3.9450 2.1600 3.7622  0.000
Se 1.9436 -5.0787 -1.9749  -0.014
N -1.1734 -2.0701 -1.1906  -0.007
H 0.5245 6.6175 1.7704  0.000
H 1.4250 4.5412 4.5658  0.000
N 1.9162 -1.7860 -3.5689  0.023
S 3.6928 -1.8202 -0.3301  0.021
C 1.6359 2.4299 2.9244  0.000
N -0.1317 -1.8496 -1.9810  -0.042
Si -0.7229 3.8738 2.1757  0.000
H -0.5139 2.3346 4.9822  0.000
C 0.8924 -3.5665 1.1081  0.003
H 1.9454 -3.7097 1.3449  0.001
C -1.7330 -6.1992 -3.9659  0.001
H 5.9823 -2.0577 -0.5977  0.001
C -1.3459 2.0023 4.4172  0.000
C 0.7382 -1.2193 -4.0736  0.004
H 3.6143 0.0871 -1.7225  0.000
F -3.0530 -5.9714 -3.6533  0.000
H -4.2578 -5.1024 3.0611  0.000
H -0.8719 6.1681 -0.8292  0.000
F 2.3158 -7.0202 -4.1154  -0.001
C 1.1908 3.7703 2.4337  0.000
H 4.2327 0.5089 -0.0846  0.000
H -1.8573 -5.3166 3.4078  0.000
H 1.9956 -0.4285 -7.1710  0.000
H 3.8387 -2.5820 -3.9875  0.001
C 0.1528 -7.2419 -5.0961  0.001
C 1.7224 4.8018 3.4933  0.000
C -0.3443 -1.2908 -3.2244  0.088
H 2.7951 4.6908 3.4014  0.000
H -2.5023 3.9946 5.4978  0.000
C -1.9516 3.2057 3.5562  0.000
C 2.0750 4.0231 1.1406  0.000
Br -0.8017 2.1250 0.7977  0.000
H 3.9146 -1.5778 -6.2865  0.001
C 3.0186 -1.9601 -4.3327  0.017
H -3.3010 4.7263 4.1410  0.000
C -0.9788 5.1505 -0.4621  0.000
H -1.9610 4.7931 -0.8638  0.000
Ti 1.7111 -2.6664 -1.7250  0.874
C 0.5856 -5.7672 -3.1872  0.021
H -0.9859 6.9088 2.5993  0.000
F 0.5900 -7.9349 -6.1638  0.001
C -3.6014 -4.5145 2.4540  -0.007
H -3.1043 5.7751 2.2127  0.000
C -2.2592 -4.6373 2.6842  0.001
H -1.7243 5.2172 4.4004  0.000
H -0.1405 4.5679 -0.8115  0.000
H -2.9240 1.6674 2.4075  0.000
C -0.8105 -5.5356 -3.1942  0.000
H 0.3530 -4.7661 2.6751  0.000
C 0.6971 -0.7371 -5.4320  0.024
C -4.0682 -3.7832 1.3462  -0.001
C 1.0172 -6.6998 -4.1275  0.000
H 5.1852 -3.3444 -1.5385  0.000
C 3.0608 -1.4033 -5.6050  0.023
H -3.4182 5.2401 0.5555  0.000
H 1.3341 2.0889 3.9420  0.000
C -1.2227 -7.0405 -4.9505  -0.002
H -2.8853 6.8474 0.8574  0.000
C -3.2738 2.5365 2.8955  0.000
H 1.5194 5.8666 3.2676  0.000
H -3.6903 -2.3568 -0.1430  0.000
C -1.3745 -3.9429 1.8521  -0.008
C -0.8625 -2.6436 -0.1025  -0.016
H 2.4318 0.1877 -0.4945  0.000
C -2.3407 4.3212 4.4769  0.000

Computed properties:
Charge ... +2
Energy above the lowest of the compared OMol25 structures with the same formula, charge and spin ... 2.909 eV
2S+1 ... 2
LUMO (alpha / beta) ... -7.896 / -7.812 eV
HOMO (alpha / beta) ... -12.97 / -12.97 eV